The following is a DFT calculation (wB97M-V/def2-TZVPD) of a molecular structure, C3H13N4 at a distorted geometry.

Output
HOMO = -12.94 eV
LUMO energy = -2.8 eV
total energy = -9276.109 eV
total charge = +1
orbital gap = 0.3720 Ha
spin multiplicity = 1

Last column: Mulliken charge in e.
Element x y z (Å)
N: -0.441 -0.687 3.426  -0.3829
C: 0.440 -1.124 2.547  0.1037
N: 0.303 -0.964 1.299  -0.3440
H: -1.138 0.016 3.240  0.2331
H: -0.040 -0.570 4.343  0.2694
H: 1.301 -1.662 2.964  0.3331
H: 1.057 -1.359 0.754  0.1913
H: -0.527 -0.267 0.717  0.3794
N: 1.506 0.633 -2.661  -0.5945
C: 0.309 0.042 -2.066  -0.3559
C: -0.361 1.056 -1.138  -0.6312
N: -1.243 0.370 -0.140  -0.5506
H: 1.193 1.454 -3.144  0.2315
H: 1.866 0.015 -3.356  0.2521
H: 0.624 -0.880 -1.516  0.2390
H: -0.407 -0.366 -2.755  0.3091
H: 0.337 1.652 -0.512  0.2846
H: -0.935 1.799 -1.759  0.4070
H: -1.847 1.049 0.342  0.3319
H: -1.999 -0.205 -0.585  0.2938

=====

The following is a DFT calculation (wB97M-V/def2-TZVPD) of a gas-phase ion, C4H6Cl3N2 (charge +1) at a distorted geometry.

Output
HOMO = -14.91 eV
LUMO energy = -5.7 eV
total energy = -44782.003 eV
SMILES string = [NH2+]=C(N1CC1)C(Cl)(Cl)Cl
total charge = +1
orbital gap = 0.3370 Ha
spin multiplicity = 1

Last column: Mulliken charge in e.
Element x y z (Å)
C: 0.764 -0.495 1.366  0.1604
C: -0.439 0.514 -0.797  -0.6159
C: -1.382 -0.504 -0.373  -0.2468
C: 0.595 -1.776 2.118  0.4920
N: -0.566 0.094 0.522  -0.0744
N: 1.895 0.203 1.337  -0.2499
Cl: -0.576 -1.122 3.511  -0.0495
Cl: -0.137 -3.037 1.208  -0.0305
Cl: 2.072 -2.249 3.018  -0.0929
H: 0.242 -0.062 -1.413  0.2624
H: -0.539 1.507 -1.063  0.3248
H: -2.463 -0.403 -0.064  0.2634
H: -1.075 -1.468 -0.916  0.2599
H: 2.525 0.151 2.148  0.2844
H: 1.751 1.119 0.964  0.3126

=====

The following is a DFT calculation (wB97M-V/def2-TZVPD) of a molecular structure, C12H19Br7Cl8KNNaO15PS3 at a distorted geometry.

Output
HOMO = -4.97 eV
LUMO energy = -4.6 eV
total energy = -697942.520 eV
orbital gap = 0.0153 Ha
spin multiplicity = 1

Last column: Mulliken charge in e.
Element x y z (Å)
O: -1.553 -0.598 4.096  -0.5639
S: -1.026 -0.637 2.676  1.0390
O: -0.770 0.815 2.300  -0.4498
O: -2.212 -1.432 1.719  -0.3696
C: -1.449 -2.237 0.746  0.5760
S: -2.324 -3.614 -0.155  -0.2053
C: -1.019 -1.244 -0.475  -0.5726
O: -1.809 -0.014 -0.445  0.0045
O: -3.050 -0.230 -0.928  -0.4632
C: -0.274 -2.852 1.696  -0.0621
Br: 0.960 -4.105 0.781  0.0467
P: -1.043 -3.708 3.260  0.4143
O: -2.024 -5.046 2.779  -0.5121
Br: 0.811 -4.530 4.351  -0.2654
O: 0.293 -1.645 2.331  0.0093
H: -1.576 -4.084 -1.227  0.2090
H: -1.171 -1.749 -1.512  0.5730
H: 0.099 -0.929 -0.416  0.0984
H: -3.717 0.095 -0.258  0.3125
H: -2.959 -4.795 3.017  0.3405
C: 1.281 -7.852 0.369  -0.4352
Cl: -0.015 -7.277 1.424  -0.0118
Cl: 1.648 -6.674 -0.896  -0.1107
H: 2.175 -8.018 0.966  0.1010
H: 0.970 -8.788 -0.097  0.3973
C: 3.691 1.500 -0.029  -0.0278
C: 3.412 2.697 0.865  -0.3388
O: 2.139 2.421 1.469  -0.1534
S: 1.987 0.816 1.667  1.1181
O: 2.346 0.491 3.021  -0.7551
O: 0.749 0.400 1.068  -0.5021
O: 3.205 0.365 0.699  -0.4505
H: 3.131 1.567 -0.966  0.1575
H: 4.762 1.387 -0.252  -0.0597
H: 3.379 3.632 0.307  0.3810
H: 4.155 2.776 1.664  0.2711
Cl: 6.297 2.013 -1.259  -0.7852
K: 3.279 -8.118 2.226  1.0000
C: 4.709 4.054 -4.930  -0.1696
Br: 4.477 5.930 -4.477  -0.1073
Br: 6.518 3.446 -4.580  0.0303
Br: 3.386 2.931 -4.058  -0.0046
H: 4.545 3.963 -6.003  0.2857
C: -5.599 -3.613 -3.467  -0.8133
C: -4.656 -4.617 -2.863  0.4817
N: -3.908 -5.408 -2.385  -0.3982
H: -5.106 -3.089 -4.290  0.3666
H: -6.487 -4.120 -3.847  0.1385
H: -5.902 -2.886 -2.712  0.3143
C: 0.645 4.807 4.104  0.2390
Cl: 0.026 6.156 3.126  -0.1039
Cl: 0.264 3.270 3.301  0.1033
Cl: 2.407 4.962 4.282  -0.1053
Cl: -0.118 4.842 5.711  -0.1329
Br: -6.442 5.242 3.119  -0.1604
C: -4.542 5.225 3.559  -0.5433
C: -4.162 6.424 4.392  -0.4431
Br: -4.033 8.033 3.298  -0.1264
H: -3.998 5.162 2.617  0.3622
H: -4.391 4.302 4.124  0.3209
H: -3.166 6.292 4.821  0.2003
H: -4.872 6.639 5.191  0.3946
Na: -6.658 -4.933 -5.344  0.9588
O: 4.620 2.560 -7.309  -0.7000
Cl: 4.857 1.237 -7.853  1.6620
O: 4.952 1.317 -9.296  -0.6759
O: 3.761 0.362 -7.489  -0.6794
O: 6.093 0.711 -7.317  -0.6497

=====

The following is a DFT calculation (wB97M-V/def2-TZVPD) of 2 unconnected molecules or ions with the total composition C4H12OS.

Output
HOMO = -8.54 eV
LUMO energy = 0.8 eV
total energy = -17225.250 eV
SMILES string = CCCSC.O
orbital gap = 0.3423 Ha
spin multiplicity = 1

Last column: Mulliken charge in e.
Element x y z (Å)
C: 1.868 -0.681 0.709  -1.0647
C: 1.760 0.141 -0.568  -0.5196
C: 0.356 0.664 -0.851  -0.6422
S: -0.847 -0.674 -0.776  -0.0751
C: -2.304 0.237 -1.371  -0.8154
H: 1.476 -0.123 1.558  0.2375
H: 2.902 -0.956 0.912  0.3397
H: 1.294 -1.608 0.651  0.3360
H: 2.418 1.010 -0.494  0.2934
H: 2.096 -0.417 -1.452  0.2819
H: 0.066 1.442 -0.143  0.3763
H: 0.298 1.085 -1.858  0.4216
H: -3.023 0.326 -0.567  0.2712
H: -2.714 -0.290 -2.226  0.2959
H: -1.983 1.227 -1.679  0.2761
H: -1.055 0.132 2.217  0.2976
H: -1.713 -1.009 3.007  0.3043
O: -0.896 -0.504 2.931  -0.6145

=====

The following is a DFT calculation (wB97M-V/def2-TZVPD) of a molecular structure, C7H11N at a distorted geometry.

Output
HOMO = -8.53 eV
LUMO energy = 0.8 eV
total energy = -8925.402 eV
orbital gap = 0.3432 Ha
spin multiplicity = 1

Last column: Mulliken charge in e.
Element x y z (Å)
C: 0.380 0.584 -0.165  1.5402
C: 1.096 0.201 1.122  -1.4920
C: 1.326 0.641 -1.349  -1.5661
C: -0.736 -2.236 0.230  -1.1371
C: -0.991 -0.822 -0.134  0.3564
C: -0.597 1.641 -0.088  -0.9076
C: -1.873 1.211 0.153  -0.2097
N: -2.005 -0.147 0.200  -0.5967
H: -0.384 2.647 -0.418  0.3746
H: -2.765 1.816 0.140  0.4547
H: 1.775 -0.336 -1.530  0.3375
H: 1.862 0.952 1.334  0.4358
H: 1.605 -0.755 1.021  0.3126
H: 0.393 0.108 1.952  0.3748
H: 0.810 0.965 -2.254  0.3884
H: 2.146 1.340 -1.152  0.4011
H: -1.602 -2.829 -0.072  0.3853
H: -0.585 -2.369 1.309  0.2522
H: 0.143 -2.611 -0.302  0.2955

=====

The following is a DFT calculation (wB97M-V/def2-TZVPD) of a molecular structure, C25H22NO4SY at a distorted geometry.

Output
HOMO (alpha / beta) = -7.37 / -7.38 eV
LUMO energy (alpha / beta) = -2.4 / -2.4 eV
total energy = -47838.596 eV
orbital gap (alpha / beta) = 0.1834 / 0.1834 Ha
spin multiplicity = 1

Last column: Mulliken charge in e.
Element x y z (Å)
C: -2.554 0.186 0.337  0.0009
C: -2.206 1.352 1.065  -0.9749
C: -1.545 2.244 0.175  -0.4769
H: -2.511 1.597 2.081  0.4284
C: -1.482 1.612 -1.124  -0.1739
C: -2.030 0.299 -0.979  -1.4549
H: -2.119 -0.381 -1.847  0.5431
H: -3.230 -0.617 0.655  0.6908
H: -1.307 3.312 0.370  0.5176
H: -1.179 2.071 -2.066  0.5429
C: 2.394 -1.061 -0.268  -0.4362
C: 1.590 -1.962 0.462  -0.8163
C: 0.396 -2.257 -0.271  -0.2488
H: 1.852 -2.410 1.401  0.4533
C: 0.454 -1.476 -1.466  -1.4241
C: 1.691 -0.772 -1.477  -0.2698
H: 2.101 -0.223 -2.333  0.5578
H: 3.369 -0.694 0.097  0.4304
H: -0.348 -3.021 -0.051  0.6372
H: -0.279 -1.441 -2.265  0.6043
Y: 0.124 0.191 0.450  1.3380
O: 1.430 1.509 -0.401  -0.2322
C: 1.937 2.874 -0.250  -0.6713
C: 1.483 3.075 -1.640  -0.0276
H: 1.354 3.485 0.529  0.3056
H: 3.042 2.952 -0.184  0.3416
H: 0.449 3.261 -1.914  0.3353
H: 0.803 4.283 -3.943  0.3959
C: 1.844 3.984 -3.936  -0.4694
C: 2.312 3.202 -2.808  0.4121
C: 3.607 2.620 -2.953  -0.0585
H: 3.930 1.897 -2.223  0.4345
C: 4.469 3.022 -3.983  -0.7398
H: 5.475 2.621 -3.961  0.3807
C: 4.041 3.937 -4.966  -0.2830
H: 4.818 4.326 -5.635  0.3580
C: 2.714 4.410 -4.934  -0.6068
H: 2.430 5.178 -5.681  0.3447
O: -1.758 -4.312 1.863  -0.6866
S: -2.208 -2.980 2.206  1.0364
O: -3.535 -2.641 1.767  -0.6713
N: -1.122 -1.729 1.912  -0.0152
C: -0.758 -1.075 3.041  0.8740
O: -0.066 -0.016 2.892  -0.9917
C: -1.419 -1.629 4.273  0.0258
C: -1.338 -1.233 5.632  -0.5033
C: -2.055 -1.983 6.571  -0.4582
C: -2.822 -3.100 6.215  -0.5074
C: -2.907 -3.482 4.886  -0.6035
C: -2.150 -2.745 3.950  0.1686
H: -0.729 -0.372 5.929  0.4510
H: -2.035 -1.704 7.612  0.3863
H: -3.397 -3.665 6.950  0.3801
H: -3.500 -4.305 4.491  0.4263